The following is a DFT calculation (ωB97M-V/def2-TZVPD) of a cluster of 14 separate species, C53H81Cl26F3NO8S in total at a distorted geometry.

Properties
- Highest occupied orbital energy: -5.22 eV
- Lowest unoccupied orbital energy: 1.526 eV
- Net charge: -1

XYZ file:
```
173
Properties=species:S:1:pos:R:3:forces:R:3
C -0.240 5.864 -1.539 0.194 -0.562 -0.498
C -0.056 4.352 -1.464 0.110 1.179 0.075
C 1.101 3.737 -0.986 -0.287 0.226 0.361
C 2.300 4.557 -0.501 -0.175 -0.618 -0.344
C 2.573 4.558 1.016 0.298 0.483 -0.081
O 1.977 5.682 1.668 -0.087 -0.008 0.074
C 4.094 4.779 1.207 -0.696 -0.472 -0.593
F 4.427 5.941 0.588 0.269 0.066 0.587
F 4.849 3.835 0.624 -0.055 0.001 0.132
F 4.451 4.815 2.497 0.029 0.418 -0.068
C 1.104 2.343 -1.030 0.810 -0.626 0.246
C 0.013 1.606 -1.524 -0.080 -0.853 -0.061
C -1.136 2.232 -2.003 -0.162 -0.037 0.265
C -2.334 1.513 -2.600 -0.226 -0.229 -0.215
C -3.685 1.685 -1.871 -0.728 -0.253 -0.433
C -4.777 0.771 -2.515 0.138 0.481 0.784
C -4.806 -0.695 -1.971 -0.532 1.260 -0.256
N -6.165 -1.003 -1.515 0.108 -0.805 -0.545
C -6.608 -0.992 -0.246 1.122 0.704 2.393
C -7.927 -1.286 -0.092 -0.329 -0.658 -3.123
C -8.330 -1.570 -1.516 -0.173 0.369 2.601
C -7.222 -1.370 -2.273 -1.036 -0.389 -1.664
C -1.129 3.627 -1.957 -0.809 -0.205 -0.333
C -2.328 4.408 -2.513 -1.150 1.018 -0.562
O -3.174 4.875 -1.722 0.692 -0.495 0.680
O -2.371 4.578 -3.756 0.816 -0.499 -0.170
C 0.149 0.088 -1.569 0.471 0.453 0.157
O -0.744 -0.692 -1.315 0.329 0.154 -0.285
C 1.552 -0.389 -1.939 -0.469 -0.555 -0.381
C 1.716 -1.601 -2.851 0.017 0.782 -0.302
C 3.114 -1.698 -3.502 -0.366 -0.958 -0.038
C 3.385 -3.132 -4.098 0.471 1.115 0.911
C 4.918 -3.386 -3.983 -1.470 0.727 -0.032
S 5.441 -4.057 -2.408 3.645 -1.715 0.511
O 5.078 -5.434 -2.232 -1.768 0.266 -0.118
O 6.889 -3.955 -2.396 -0.171 1.052 -0.192
O 4.931 -3.161 -1.188 -0.947 0.198 -1.139
C 2.562 0.308 -1.448 0.501 0.984 0.432
C 2.310 1.535 -0.597 -0.694 -0.290 -0.349
O 3.014 1.808 0.354 0.059 -0.070 -0.445
H 0.695 6.423 -1.448 -0.330 0.031 0.251
H -0.612 6.057 -2.555 -0.062 0.274 0.390
H -1.015 6.153 -0.821 0.241 0.239 -0.158
H 2.206 5.612 -0.783 -0.049 -0.343 -0.021
H 3.164 4.189 -1.073 -0.007 0.042 0.458
H 2.231 3.660 1.538 0.363 -0.053 -0.344
H 1.290 6.063 1.109 0.016 -0.157 -0.042
H -2.468 1.888 -3.629 0.027 0.116 0.312
H -2.168 0.433 -2.705 0.237 0.308 0.178
H -3.636 1.460 -0.793 0.247 -0.049 -0.258
H -4.078 2.706 -1.938 0.487 -0.124 -0.015
H -5.744 1.213 -2.235 0.189 -0.128 -0.158
H -4.719 0.833 -3.611 0.085 -0.198 0.221
H -4.166 -0.745 -1.084 0.081 -0.302 -0.343
H -4.504 -1.380 -2.768 -0.013 -0.222 0.480
H -5.887 -0.746 0.522 -0.098 0.017 0.029
H -8.514 -1.317 0.814 0.131 -0.010 -0.181
H -9.312 -1.865 -1.866 0.235 0.080 -0.005
H -7.225 -1.480 -3.353 0.553 0.144 0.197
H 1.009 -1.445 -3.685 -0.051 -0.289 0.341
H 1.414 -2.520 -2.333 0.135 0.182 -0.040
H 3.927 -1.516 -2.792 -0.359 0.156 0.045
H 3.177 -0.940 -4.294 0.165 -0.127 0.185
H 3.063 -3.179 -5.141 0.038 -0.283 0.286
H 2.840 -3.844 -3.467 0.070 -0.147 -0.442
H 5.443 -2.432 -4.113 0.109 -0.277 0.163
H 5.297 -4.082 -4.738 0.056 -0.201 0.529
H 5.470 -3.350 -0.403 0.059 -0.129 -0.123
H 3.609 0.087 -1.649 -0.211 -0.100 0.258
Cl 1.491 -5.180 -7.458 0.002 0.037 0.017
C 2.637 -5.025 -8.813 -0.021 -0.052 -0.112
C 4.065 -4.934 -8.339 0.106 -0.110 -0.095
Cl 4.392 -3.403 -7.492 -0.137 -0.016 -0.042
H 2.355 -4.151 -9.396 0.013 0.035 0.089
H 2.513 -5.909 -9.437 0.043 -0.021 0.048
H 4.743 -4.973 -9.192 -0.044 0.071 -0.021
H 4.316 -5.752 -7.666 -0.072 0.049 0.052
Cl 0.415 2.132 4.136 0.025 -0.285 -0.014
C 0.392 3.893 4.363 -0.039 0.273 -0.019
C -0.994 4.464 4.167 -0.016 0.131 -0.017
Cl -1.573 4.358 2.484 0.106 -0.059 0.023
H 1.113 4.325 3.671 -0.115 0.034 -0.074
H 0.727 4.099 5.379 -0.051 -0.063 0.013
H -0.984 5.520 4.437 0.033 -0.001 -0.040
H -1.728 3.958 4.790 0.072 -0.051 0.013
Cl 3.913 -4.199 2.100 0.000 0.115 0.063
C 3.357 -5.892 2.005 -0.012 -0.239 0.164
C 3.251 -6.366 0.584 0.120 -0.093 -0.190
Cl 1.917 -5.555 -0.274 0.005 0.038 -0.079
H 2.403 -5.968 2.523 0.002 0.152 -0.019
H 4.087 -6.493 2.547 0.028 0.017 -0.050
H 3.040 -7.435 0.562 -0.048 0.023 0.083
H 4.171 -6.189 0.029 -0.089 0.078 -0.075
Cl -11.181 0.163 -0.502 -0.043 0.017 0.035
C -11.352 1.458 0.709 -0.167 0.037 0.051
C -10.576 2.695 0.331 0.040 0.102 0.045
Cl -8.819 2.435 0.417 -0.016 -0.020 -0.029
H -11.031 1.064 1.671 0.098 -0.011 -0.062
H -12.414 1.693 0.773 0.021 0.045 -0.045
H -10.812 3.503 1.024 -0.026 -0.054 0.032
H -10.819 3.025 -0.677 0.029 -0.084 -0.011
Cl 6.191 10.971 -0.803 -0.010 0.042 0.001
C 5.557 9.303 -0.781 -0.004 -0.163 0.083
C 5.476 8.706 -2.164 0.011 -0.127 -0.025
Cl 4.222 9.484 -3.164 0.025 0.019 0.001
H 4.583 9.319 -0.297 -0.004 0.063 -0.064
H 6.235 8.714 -0.166 0.016 -0.003 -0.053
H 5.213 7.652 -2.092 -0.038 0.030 0.078
H 6.424 8.788 -2.690 -0.026 0.088 0.014
Cl -4.252 -0.565 5.977 0.211 0.019 -0.188
C -2.931 -0.295 4.805 0.132 0.009 0.036
C -3.293 0.720 3.756 0.315 0.265 -0.071
Cl -4.530 0.138 2.628 -0.226 -0.090 -0.010
H -2.676 -1.251 4.361 -0.050 -0.118 -0.073
H -2.071 0.059 5.375 -0.053 0.067 -0.032
H -2.418 0.953 3.148 0.046 -0.014 0.087
H -3.652 1.644 4.204 -0.061 -0.048 -0.006
Cl 0.055 6.917 -6.720 0.053 0.027 -0.033
C -1.533 7.138 -5.931 -0.178 -0.091 0.236
C -1.712 8.545 -5.410 -0.131 -0.080 -0.125
Cl -0.641 8.888 -4.026 0.068 0.080 0.009
H -1.624 6.395 -5.135 0.016 -0.009 -0.021
H -2.293 6.926 -6.682 0.021 0.051 -0.016
H -2.735 8.677 -5.059 0.018 -0.115 0.053
H -1.516 9.289 -6.179 0.110 -0.030 0.031
Cl 11.828 -0.178 -2.786 0.023 0.035 0.012
C 10.856 -1.335 -1.836 -0.017 -0.111 0.067
C 9.496 -1.574 -2.441 -0.058 -0.183 0.047
Cl 8.444 -0.140 -2.321 -0.007 0.025 -0.028
H 10.779 -0.955 -0.820 -0.022 0.086 -0.059
H 11.415 -2.270 -1.811 -0.031 -0.002 -0.064
H 8.991 -2.380 -1.911 -0.004 0.016 -0.015
H 9.568 -1.851 -3.491 0.012 0.072 0.003
Cl 1.551 -6.267 5.220 0.032 -0.157 -0.032
C 1.536 -4.517 5.562 0.145 -0.020 0.039
C 0.149 -3.946 5.458 -0.088 0.100 0.001
Cl -0.432 -3.958 3.772 -0.071 0.027 0.014
H 2.220 -4.033 4.867 -0.052 -0.059 -0.065
H 1.923 -4.383 6.568 -0.130 -0.277 -0.165
H 0.150 -2.909 5.793 0.050 -0.011 -0.051
H -0.562 -4.501 6.068 0.018 -0.052 -0.074
Cl 4.361 -4.693 9.075 -0.011 -0.003 -0.051
C 4.348 -2.943 9.415 0.085 0.063 0.075
C 2.960 -2.361 9.326 -0.023 0.140 0.159
Cl 2.349 -2.351 7.652 0.104 0.401 0.297
H 5.029 -2.460 8.719 -0.059 -0.050 -0.056
H 4.737 -2.812 10.424 -0.068 -0.015 0.011
H 2.971 -1.326 9.666 0.064 -0.003 -0.046
H 2.253 -2.914 9.939 0.019 -0.067 -0.080
Cl -7.741 -3.595 9.726 0.005 -0.033 0.072
C -8.519 -2.379 8.679 -0.197 0.037 -0.118
C -7.589 -1.871 7.605 -0.027 -0.004 -0.115
Cl -6.266 -0.883 8.272 -0.206 -0.053 0.272
H -8.876 -1.570 9.312 0.112 -0.012 0.038
H -9.381 -2.863 8.220 0.074 -0.054 -0.046
H -8.140 -1.236 6.913 -0.027 0.007 0.053
H -7.146 -2.688 7.040 0.038 0.000 0.073
Cl -9.775 -5.964 7.139 -0.021 0.021 -0.060
C -10.173 -6.968 8.555 -0.071 0.060 0.155
C -9.090 -7.970 8.864 0.039 0.001 0.130
Cl -8.975 -9.242 7.622 0.015 0.004 -0.018
H -11.126 -7.456 8.364 0.058 -0.029 -0.086
H -10.298 -6.290 9.398 0.093 -0.006 0.000
H -9.309 -8.467 9.808 -0.062 0.013 -0.027
H -8.117 -7.490 8.947 -0.026 0.017 -0.094
Cl 6.442 -2.379 -10.784 -0.032 -0.006 0.008
C 7.857 -1.503 -10.144 0.114 0.084 -0.046
C 8.565 -2.280 -9.063 0.148 0.025 0.039
Cl 7.590 -2.400 -7.578 0.143 -0.010 -0.016
H 7.519 -0.534 -9.783 -0.075 -0.070 0.046
H 8.534 -1.339 -10.982 0.004 -0.065 0.011
H 9.493 -1.776 -8.794 -0.041 0.062 -0.036
H 8.807 -3.289 -9.390 -0.091 0.001 0.003
```
Positions in Å, forces in eV/Å.

The following is a DFT calculation (ωB97M-V/def2-TZVPD) of a structure of composition C53H93Br22N2O4 at a distorted geometry.

Properties
- Highest occupied orbital energy: -10.87 eV
- Lowest unoccupied orbital energy: -3.227 eV
- Net charge: +1

XYZ file:
```
174
Properties=species:S:1:pos:R:3:forces:R:3
C -3.238 -1.224 4.971 -0.034 -0.491 0.324
C -3.764 -1.855 4.085 0.106 0.962 -1.143
C -4.377 -2.239 2.755 -0.396 -0.535 2.187
N -3.629 -1.752 1.584 0.524 -1.642 0.241
C -2.614 -2.410 1.143 1.937 -0.139 -1.697
C -1.993 -3.709 1.641 -0.168 0.191 0.047
C -1.292 -3.637 3.011 -0.730 -0.361 1.918
O -1.786 -4.255 3.923 -0.004 -0.112 -0.493
O -0.189 -2.895 3.233 -0.596 -0.136 -1.203
C -2.023 -1.716 -0.121 -0.578 -0.831 1.034
C -1.216 -2.568 -1.137 -0.712 -0.760 0.323
C 0.276 -2.789 -0.741 0.107 0.529 -0.652
C 1.273 -1.950 -1.639 -0.776 -0.523 0.072
C 1.718 -2.794 -2.867 0.694 -0.465 -0.104
C 3.108 -2.404 -3.489 -0.061 0.645 -0.460
C 3.715 -1.044 -3.012 0.872 -0.874 -0.049
C 4.646 -1.297 -1.771 -0.334 0.802 0.202
C 4.712 -0.096 -0.774 0.517 -0.496 -0.240
C 4.861 1.289 -1.472 0.156 -0.032 1.275
C 5.216 2.379 -0.397 -0.632 -0.699 -0.413
O 4.058 3.197 -0.182 0.853 0.319 -0.086
C 4.368 4.361 0.582 -0.465 0.435 -0.094
C -3.370 -1.047 -0.615 2.592 0.644 -1.457
C -4.193 -2.001 -1.521 -1.971 0.383 0.445
C -5.192 -2.961 -0.795 1.029 -0.662 0.011
C -3.920 -0.529 0.712 -0.615 0.546 1.710
O -5.279 -0.248 0.918 0.152 -0.619 -0.915
C -5.967 0.360 -0.180 -0.831 1.151 -0.461
C -5.305 1.613 -0.815 -0.777 0.106 -1.288
C -6.012 1.855 -2.209 -0.070 -0.489 0.525
C -7.420 2.496 -2.072 0.270 -0.110 -0.486
C -3.170 0.601 1.469 1.237 1.545 -0.018
C -2.008 1.293 1.013 -0.774 -0.577 0.163
C -1.420 2.289 1.789 -0.285 0.644 -0.990
N -1.846 2.794 3.010 -5.177 -3.631 -4.694
C -2.969 2.128 3.340 -0.702 0.967 2.009
C -3.640 1.081 2.701 -0.041 -0.602 -0.925
H -2.790 -0.720 5.832 -0.360 -0.462 -0.707
H -5.430 -1.908 2.780 0.603 0.142 -0.552
H -4.413 -3.348 2.723 0.088 0.631 -0.292
H -1.282 -4.158 0.922 -0.406 0.742 0.049
H -2.819 -4.445 1.742 0.547 0.379 0.270
H 0.008 -3.009 4.187 0.008 0.066 -0.201
H -1.252 -1.048 0.321 -0.800 0.311 -0.263
H -1.298 -2.091 -2.140 0.168 -0.218 0.597
H -1.714 -3.561 -1.225 0.223 0.560 -0.161
H 0.475 -2.524 0.317 -0.344 -0.197 -0.391
H 0.503 -3.868 -0.877 0.018 0.650 0.219
H 2.094 -1.648 -0.967 -0.065 -0.155 -0.671
H 0.780 -1.023 -2.013 0.264 -0.425 0.462
H 1.800 -3.849 -2.521 -0.104 0.565 -0.303
H 0.958 -2.815 -3.694 0.468 0.154 1.073
H 3.022 -2.361 -4.598 -0.100 -0.129 0.644
H 3.869 -3.189 -3.293 -0.513 0.373 -0.052
H 2.974 -0.240 -2.850 0.176 -0.525 0.008
H 4.389 -0.694 -3.823 -0.552 0.026 0.390
H 4.341 -2.210 -1.214 0.146 0.490 -0.378
H 5.673 -1.468 -2.150 -0.486 -0.088 0.169
H 5.621 -0.260 -0.147 -0.546 0.162 -0.288
H 3.860 -0.133 -0.059 0.276 0.294 -0.556
H 5.698 1.238 -2.194 -0.571 -0.024 0.121
H 3.912 1.583 -1.964 0.671 -0.103 0.105
H 6.078 2.984 -0.756 -0.468 -0.169 0.382
H 5.449 1.878 0.572 0.267 0.348 -0.584
H 3.925 5.238 0.060 0.194 -0.481 0.399
H 5.456 4.543 0.661 -0.473 -0.204 0.043
H 3.915 4.286 1.594 0.389 0.073 -0.482
H -2.998 -0.250 -1.294 -0.589 0.012 0.625
H -3.587 -2.617 -2.205 0.125 0.475 0.558
H -4.813 -1.350 -2.178 0.507 -0.321 0.304
H -4.636 -3.903 -0.582 -0.493 0.466 0.027
H -5.576 -2.596 0.172 -0.029 0.072 -0.634
H -6.024 -3.255 -1.458 0.352 0.289 0.363
H -6.944 0.699 0.226 0.646 -0.365 0.036
H -6.245 -0.352 -0.989 0.559 0.053 0.653
H -4.230 1.511 -1.044 -0.412 -0.069 0.499
H -5.489 2.544 -0.239 0.424 -0.721 0.055
H -5.324 2.442 -2.848 -0.585 -0.019 0.344
H -6.148 0.877 -2.729 0.250 0.502 0.262
H -7.771 2.737 -3.098 0.025 0.137 0.739
H -7.383 3.401 -1.438 -0.062 -0.294 -0.458
H -8.175 1.809 -1.636 0.555 0.252 -0.166
H -1.565 1.034 0.042 -0.083 0.360 0.513
H -0.504 2.738 1.380 -0.667 -0.142 0.166
H -3.429 2.478 4.285 0.307 -0.249 -0.514
H -4.535 0.643 3.159 0.451 0.446 -0.107
Br 2.941 -5.205 -6.594 -0.070 -0.057 0.008
C 1.213 -4.882 -7.431 0.298 0.093 -0.029
C 0.330 -4.035 -6.555 -0.231 -0.138 -0.080
Br -0.417 -5.074 -5.087 0.027 0.010 0.071
H 0.785 -5.854 -7.659 -0.039 0.058 0.056
H 1.440 -4.361 -8.360 -0.063 0.030 0.053
H -0.532 -3.672 -7.114 0.036 0.002 0.019
H 0.851 -3.191 -6.112 0.052 -0.071 -0.046
Br 0.211 -4.428 6.730 -0.031 0.080 -0.112
C 1.931 -4.988 6.008 -0.105 -0.124 0.263
C 3.016 -4.018 6.390 0.237 0.029 -0.130
Br 2.928 -2.394 5.317 -0.105 0.016 0.008
H 1.806 -5.096 4.934 0.067 0.048 0.033
H 2.120 -5.967 6.446 0.044 0.061 0.006
H 3.998 -4.442 6.185 -0.050 -0.006 -0.012
H 2.968 -3.711 7.431 -0.042 -0.022 -0.050
Br 5.278 -1.146 8.718 -0.068 -0.014 0.022
C 4.347 0.341 7.873 0.014 -0.229 -0.131
C 5.317 1.360 7.337 0.042 0.259 0.087
Br 6.060 2.454 8.763 0.033 -0.059 -0.066
H 3.663 0.749 8.611 0.091 0.050 -0.044
H 3.774 -0.107 7.062 0.027 0.048 0.007
H 4.807 2.060 6.678 0.016 -0.079 0.127
H 6.156 0.913 6.809 -0.055 -0.074 0.066
Br 1.401 2.560 -3.175 -0.015 -0.103 0.063
C 2.704 3.807 -3.913 -0.200 0.126 0.072
C 2.747 3.728 -5.415 0.135 -0.132 -0.007
Br 3.711 2.141 -6.012 -0.118 0.048 0.021
H 3.658 3.581 -3.444 -0.032 -0.038 -0.047
H 2.369 4.792 -3.591 0.002 -0.028 -0.058
H 3.299 4.569 -5.824 -0.033 0.009 0.070
H 1.761 3.690 -5.870 0.017 -0.018 0.090
Br 0.099 2.972 3.676 5.611 1.622 2.948
C 2.026 3.337 3.952 -0.238 -0.516 0.111
C 2.634 2.415 4.980 0.340 0.265 -0.013
Br 2.144 2.939 6.792 -0.155 -0.035 -0.025
H 2.112 4.389 4.217 0.080 -0.075 0.074
H 2.487 3.171 2.977 0.063 -0.046 0.065
H 3.723 2.471 4.954 -0.046 -0.027 -0.012
H 2.326 1.379 4.857 -0.052 0.063 -0.029
Br -1.755 -1.137 9.207 0.190 -0.093 -0.056
C -2.017 0.730 9.652 -0.069 -0.132 0.112
C -3.165 1.308 8.870 -0.009 0.309 -0.035
Br -2.662 1.648 7.013 0.015 0.064 0.132
H -1.071 1.233 9.470 -0.091 0.047 -0.066
H -2.233 0.749 10.720 -0.063 0.015 -0.057
H -3.450 2.278 9.275 0.045 -0.015 -0.039
H -4.037 0.660 8.843 0.098 -0.047 0.044
Br -0.474 -0.846 -4.936 -0.169 0.092 -0.018
C -2.323 -0.315 -5.243 0.206 0.134 0.152
C -3.297 -1.407 -4.892 -0.207 -0.037 -0.354
Br -3.359 -2.803 -6.249 -0.002 0.046 0.112
H -2.389 -0.004 -6.282 -0.066 -0.049 0.038
H -2.474 0.550 -4.597 -0.049 -0.028 -0.040
H -4.310 -1.008 -4.855 0.045 0.029 0.014
H -3.068 -1.897 -3.953 0.132 0.067 -0.079
Br 2.951 8.112 -7.228 -0.007 -0.091 0.090
C 4.828 7.938 -6.732 -0.115 0.266 -0.139
C 5.579 7.084 -7.716 0.205 -0.186 -0.007
Br 5.188 5.193 -7.454 0.158 0.054 -0.195
H 4.852 7.546 -5.719 0.047 -0.046 -0.069
H 5.218 8.954 -6.734 0.038 -0.067 -0.046
H 6.655 7.177 -7.559 -0.260 -0.011 0.003
H 5.345 7.315 -8.751 -0.083 0.037 0.081
Br 6.999 10.625 -8.657 -0.007 0.010 0.098
C 8.738 10.563 -7.782 -0.072 0.045 -0.306
C 9.117 9.152 -7.420 0.136 -0.005 0.240
Br 8.143 8.539 -5.848 0.183 0.061 0.122
H 8.684 11.225 -6.923 0.010 -0.093 0.010
H 9.437 10.971 -8.509 0.005 -0.066 0.034
H 10.168 9.096 -7.143 -0.037 0.039 -0.015
H 8.917 8.438 -8.215 -0.020 0.091 -0.010
Br -8.028 -4.193 -3.987 0.115 0.078 0.089
C -6.415 -5.279 -4.085 -0.247 -0.002 -0.207
C -6.541 -6.533 -3.259 0.255 -0.043 0.091
Br -6.339 -6.150 -1.359 -0.150 -0.261 -0.035
H -5.588 -4.645 -3.775 0.012 -0.097 0.010
H -6.302 -5.526 -5.139 0.024 -0.036 0.058
H -5.737 -7.227 -3.498 -0.015 0.052 -0.015
H -7.497 -7.034 -3.380 0.012 0.102 -0.027
Br -5.138 -3.220 8.332 0.101 0.058 0.015
C -3.503 -4.276 8.261 -0.250 -0.061 -0.312
C -3.596 -5.497 9.137 0.240 -0.032 0.226
Br -3.382 -5.038 11.017 -0.072 -0.016 -0.046
H -2.687 -3.614 8.537 -0.032 -0.075 0.074
H -3.396 -4.563 7.215 0.015 -0.030 0.047
H -2.782 -6.186 8.918 -0.015 0.061 -0.054
H -4.545 -6.018 9.044 0.019 0.084 -0.046
```
Positions in Å, forces in eV/Å.